Here is a cluster of 2 separate species, C6H15BrNO in total from OMol25. Energies are from the ωB97M-V functional and the def2-TZVPD basis.

```
24
Properties=species:S:1:pos:R:3:forces:R:3
C -0.488066 2.546073 -1.536667 1.28 0.78 0.51
C 0.488099 -1.505222 2.078125 1.01 2.74 -2.38
C 1.633470 -2.592761 -0.081812 -2.49 1.41 -1.15
C -1.796134 0.993686 -0.068867 0.11 -2.68 -0.45
C -0.373744 1.434531 -0.440447 -1.35 0.16 -0.78
C 1.421655 -1.510200 0.978306 1.46 -0.04 -0.57
N 0.276619 0.268973 -1.003313 2.44 0.51 -0.56
O -1.811619 0.135670 1.161173 4.16 1.56 -2.66
Br 2.737468 -0.119875 0.926020 -0.94 -1.18 0.30
H 0.532095 2.813002 -2.029776 -1.68 -0.72 0.94
H -1.101133 2.006126 -2.244143 -0.33 0.68 -0.85
H -0.931088 3.538624 -1.208855 0.26 -1.42 -0.31
H 0.863992 -0.996686 2.936941 0.03 0.39 0.60
H -0.383770 -0.891207 1.622554 0.42 -0.08 0.33
H 0.096497 -2.424930 2.206879 -1.28 -3.17 0.73
H 2.617109 -3.045946 0.052279 -0.09 -0.01 -0.02
H 1.584061 -2.003835 -1.085207 0.46 -1.10 1.62
H 0.759735 -3.347261 -0.153557 1.58 1.13 0.57
H -2.342705 1.847516 0.126584 -1.43 1.71 0.51
H -2.308853 0.425294 -0.971568 1.10 0.98 1.77
H 0.158095 1.762654 0.421557 0.39 0.28 0.86
H -0.247429 0.079580 -1.866543 0.65 -0.19 0.12
H 1.267320 0.632174 -1.259272 -2.13 -1.19 -0.01
H -2.651674 -0.045981 1.439609 -3.60 -0.55 0.89
```
Forces are in eV/Å.

charge	+1
molar mass	197.10	g mol⁻¹
total energy	-2941.26845	hartree
Kohn-Sham gap	7.88	eV
energy above the lowest of the compared OMol25 structures with the same formula, charge and spin	2.643	eV

Here is the molecule C20H31N3O3S from OMol25. Energies are from the ωB97M-V functional and the def2-TZVPD basis.

```
58
Properties=species:S:1:pos:R:3:forces:R:3
C -2.289214 2.540060 3.095671 -0.07 -0.11 -0.27
C -2.948463 2.313096 1.739673 0.03 0.35 0.22
C -4.440442 2.642297 1.778002 0.10 -0.33 -0.24
C -5.042475 2.460554 0.388795 -0.02 0.31 0.04
C -4.284461 3.306205 -0.630116 -0.28 -0.26 -0.05
N -2.882663 2.921556 -0.636592 -0.07 0.26 -0.12
C -2.117724 3.549103 -1.697410 0.01 0.11 0.00
C -0.844906 2.758865 -2.002379 -0.30 0.04 0.14
O 0.150171 3.269194 -2.461536 0.20 0.16 -0.14
N -1.011118 1.438283 -1.719052 -0.34 -0.24 0.13
C -0.125918 0.379157 -1.869472 0.41 -0.15 -0.15
C 1.144298 0.536624 -2.424694 -0.04 0.15 0.01
C 1.976084 -0.560747 -2.554147 0.03 -0.14 -0.03
C 1.548305 -1.805908 -2.135971 0.47 -0.46 -0.18
S 2.641338 -3.217714 -2.214916 -0.06 0.21 0.33
O 3.728979 -2.907147 -3.098558 -0.05 0.25 0.20
O 1.859572 -4.395945 -2.461107 -0.16 0.09 0.23
N 3.186671 -3.273489 -0.649897 -0.19 -0.16 -1.05
C 4.289035 -2.391989 -0.342413 0.56 0.32 0.00
C 4.501527 -2.234728 1.159456 -0.31 0.15 -0.16
C 3.266696 -1.729823 1.905592 0.01 -0.09 -0.07
C 1.996243 -2.544392 1.635875 0.00 -0.08 0.18
C 2.253000 -4.046414 1.515083 -0.09 0.20 -0.06
C 2.940586 -4.422396 0.179095 -0.23 -0.50 0.11
C 0.290115 -1.976137 -1.587253 -0.16 0.03 -0.02
C -0.547717 -0.887457 -1.454247 0.12 0.00 -0.04
C -2.278937 3.170157 0.665115 0.02 -0.37 0.18
H -2.763791 1.924668 3.856104 -0.02 -0.04 0.12
H -1.232589 2.285623 3.055711 0.14 -0.01 0.07
H -2.379988 3.582608 3.393174 0.00 0.13 0.08
H -2.830953 1.260691 1.458690 0.01 0.01 -0.05
H -4.949747 1.997987 2.496579 -0.01 0.04 0.08
H -4.573073 3.677524 2.101495 0.00 0.08 0.08
H -6.094574 2.748714 0.388029 -0.04 -0.04 -0.04
H -4.975616 1.410566 0.097645 -0.05 -0.04 -0.05
H -4.693089 3.135589 -1.629638 0.03 0.08 0.03
H -4.408076 4.375655 -0.386507 0.02 -0.01 -0.04
H -1.838120 4.591527 -1.479843 0.04 -0.13 -0.04
H -2.713324 3.551185 -2.616011 0.03 0.03 0.05
H -1.912570 1.233394 -1.293163 0.15 0.12 -0.06
H 1.462644 1.513080 -2.749997 0.01 0.01 -0.01
H 2.955744 -0.469709 -2.996026 0.11 0.09 -0.07
H 4.053843 -1.424370 -0.793985 0.18 0.11 0.08
H 5.214597 -2.762181 -0.806294 -0.09 0.12 0.02
H 5.321176 -1.529348 1.311638 0.07 -0.11 -0.02
H 4.814215 -3.191011 1.578801 0.10 -0.05 0.04
H 3.078668 -0.689074 1.633456 0.03 0.07 0.07
H 3.491265 -1.754989 2.975000 -0.02 0.07 0.02
H 1.525743 -2.196573 0.715565 -0.07 0.04 0.12
H 1.292509 -2.369891 2.453210 -0.05 0.02 -0.05
H 1.297481 -4.568279 1.583176 0.03 -0.07 0.05
H 2.864756 -4.376039 2.356098 -0.01 -0.09 0.06
H 2.292365 -5.068119 -0.414086 0.12 -0.12 0.22
H 3.874785 -4.967266 0.363642 -0.07 0.03 -0.07
H -0.017998 -2.965850 -1.289630 -0.15 -0.09 0.08
H -1.535082 -1.007986 -1.032122 -0.11 -0.03 0.04
H -1.215108 2.925533 0.604254 0.01 0.05 0.04
H -2.364674 4.235475 0.942438 0.03 0.00 -0.02
```
Forces are in eV/Å.

molar mass	393.55	g mol⁻¹
total energy	-1568.89630	hartree
Kohn-Sham gap	9.14	eV
energy above the lowest of the compared OMol25 structures with the same formula, charge and spin	1.684	eV

Here is a structure of composition C2H7N4S from OMol25. Energies are from the ωB97M-V functional and the def2-TZVPD basis.

```
14
Properties=species:S:1:pos:R:3:forces:R:3
C -1.770811 -0.903365 1.090902 -0.11 1.37 1.00
C 0.397197 -0.323413 1.749272 -3.52 -0.33 2.92
N -2.092921 -0.996624 2.311006 -0.81 -0.15 -1.13
N -0.452397 -0.381961 0.787321 2.74 -0.74 0.93
N 1.464537 1.144853 -2.044582 0.19 0.98 -0.89
N -0.155101 -0.222553 -0.534433 0.10 -1.16 2.81
S -1.123413 -0.660390 3.512097 2.99 0.24 -2.96
H -2.384727 -0.827290 0.221223 -0.86 -0.69 -0.11
H 1.446305 -0.152142 1.860691 0.30 0.30 -0.41
H 0.776124 1.332254 -2.824146 1.26 0.36 1.25
H 2.211796 1.878518 -1.942995 -1.32 -0.93 -0.56
H -0.988775 -0.303740 -1.009979 -1.31 0.17 -2.11
H 1.909615 0.296996 -2.342913 0.73 -0.32 -0.39
H 0.762571 0.118856 -0.833465 -0.38 0.89 -0.33
```
Forces are in eV/Å.

charge	+1
molar mass	119.17	g mol⁻¹
total energy	-697.21694	hartree
Kohn-Sham gap	8.78	eV
energy above the lowest of the compared OMol25 structures with the same formula, charge and spin	3.512	eV

molar mass of number 1 (C6H15BrNO)?
197.10 g mol⁻¹

Look up the total energy of the third one.
-697.21694 hartree